78
Properties=species:S:1:pos:R:3 method="wB97M-V/def2-TZVPD" energy_ev=-82827.1383 e_above_lowest_ev=0.2893 orbital_gap_ev="2.78 / 2.81" charge=+2 fmax_ev_per_a=2.63 e_lumo_ev="-8.80 / -8.80" homo_energy_ev="-11.584 / -11.609"
H -0.914 4.718 2.213
C 1.176 1.674 -1.593
H -6.013 -1.976 -3.037
C 0.045 -0.881 -4.276
H -2.943 1.113 4.500
H 3.602 -2.768 -1.207
C 0.156 -2.024 -2.060
C -1.156 0.525 5.557
C -0.471 4.132 1.420
S 1.082 -2.766 -0.814
C 4.269 -1.947 -0.971
H 4.293 -0.614 2.387
H 0.334 -3.251 -6.803
N 0.707 -1.561 -3.149
H 2.487 -1.024 5.645
C -5.479 -2.054 -2.101
C 4.342 0.305 1.803
O 1.579 0.503 -1.096
C 0.121 2.919 1.681
N 0.632 2.131 0.723
H -0.765 -0.272 -3.870
H -1.220 -2.497 -4.947
C -4.107 -2.245 0.308
N -0.215 -0.185 3.054
H 0.074 4.112 -1.934
O -1.357 -1.812 0.285
H -1.748 -1.913 -2.837
H -6.028 -2.506 1.212
H 5.561 -0.325 0.197
O -2.493 5.843 0.164
O 3.649 -1.126 0.032
C -2.147 0.607 1.894
H -3.559 -2.343 1.233
C -6.173 -2.242 -0.914
C 0.523 -0.395 4.146
H -0.910 -1.243 -6.127
O 2.724 -1.328 4.757
C 3.343 2.445 1.965
C -3.403 -2.058 -0.883
O 1.221 1.964 -2.756
O -0.566 6.647 -0.781
C 0.608 2.586 -0.539
O 2.039 -1.485 2.685
H 1.716 -1.635 -3.173
C -0.535 4.565 0.097
H 1.069 -3.412 -5.219
O 3.110 1.025 2.033
H -1.519 0.807 6.535
H 0.729 -0.185 6.289
C 0.056 3.800 -0.900
N -1.221 -1.974 -1.977
H -7.251 -2.318 -0.929
C -1.947 0.700 4.435
O -3.430 0.853 2.069
C -0.437 -1.845 -5.350
H 4.461 -1.352 -1.868
C -1.424 0.348 3.194
O -1.557 0.609 0.837
H 2.471 2.950 2.361
H -3.848 1.043 1.209
H 4.209 2.690 2.579
C 0.114 -0.032 5.412
H 0.783 -0.182 -4.671
C -5.487 -2.341 0.292
H 5.211 -2.334 -0.581
C -1.930 -1.951 -0.786
H -3.593 -1.812 -3.036
H 4.297 0.817 -0.296
C 0.684 -2.690 -5.940
C 4.519 -0.036 0.355
H 3.514 2.767 0.937
H 5.189 0.900 2.150
C -4.096 -1.967 -2.088
H 1.512 -2.063 -6.273
Ce 1.062 -0.401 0.814
C 1.827 -1.106 3.833
H 0.183 2.549 2.700
C -1.341 5.831 -0.215



74
Properties=species:S:1:pos:R:3 method="wB97M-V/def2-TZVPD" s_squared=1.083 energy_ev=-96610.5684 e_above_lowest_ev=0.6332 orbital_gap_ev="6.30 / 6.64" charge=+1 fmax_ev_per_a=0.60 e_lumo_ev="-4.02 / -3.63" homo_energy_ev="-10.327 / -10.273" multiplicity=2
C -2.008 2.069 -0.751
H -0.477 1.934 -4.961
H -1.654 -1.674 -3.475
H 2.371 1.419 0.397
C -2.794 0.999 3.742
H -0.597 3.633 3.367
H -3.423 1.881 3.651
C 3.017 -1.407 2.189
C -0.610 -4.086 2.342
O 1.238 -0.184 -1.326
H 2.311 -3.284 2.949
C -2.504 3.228 1.368
C 4.206 0.934 1.422
H 0.412 2.039 -3.445
H -2.749 0.731 4.800
C 1.837 -1.035 -2.078
O -0.695 -2.190 -1.213
Cl 3.522 1.018 -2.622
C -0.084 2.684 3.502
C -3.490 0.846 -3.512
H 0.029 -4.824 2.799
C -0.585 2.120 -3.890
H -3.566 5.046 1.213
H -3.298 0.179 3.221
H -3.653 5.002 -1.273
N -1.481 0.982 -1.320
H 0.950 -0.237 3.678
C 2.312 -0.477 1.426
H 0.819 2.699 2.885
N -1.209 1.127 1.240
Si -1.657 0.796 -3.134
H 4.648 -1.157 -4.022
C 3.020 -0.632 -2.766
H -3.996 1.798 -3.374
C 4.332 -1.197 2.591
Si -1.057 1.150 3.068
N 2.135 -2.459 2.403
C 4.908 -0.008 2.196
C -3.178 4.187 -0.743
C -3.122 4.217 0.680
H -0.093 -3.874 -2.099
C 2.906 0.717 1.021
H -0.230 0.005 4.949
H -0.930 3.144 -3.760
N -1.340 -2.155 1.322
C -1.108 -0.816 -3.860
C 0.971 -2.141 1.801
H -1.368 -0.719 -4.920
H -3.390 -2.472 1.020
H -2.689 3.165 -2.513
H -0.037 -0.992 -3.818
C -1.898 2.132 0.674
C -0.289 -2.862 1.847
C 2.210 -3.271 -3.051
C 1.442 -2.383 -2.266
Cl 4.312 -3.919 -4.617
C 3.754 -1.503 -3.523
H -3.640 0.535 -4.548
C -2.643 3.157 -1.438
H 0.241 2.624 4.543
H -0.546 -1.223 3.743
C -0.120 -0.232 3.885
H -3.995 0.108 -2.882
H 5.928 0.205 2.483
H 1.872 -4.292 -3.181
Ir -0.447 -0.165 -0.043
H -2.459 3.285 2.442
C 3.352 -2.842 -3.657
H 4.708 1.845 1.126
S -2.281 -4.365 2.133
C 0.162 -2.840 -1.818
N 1.033 -0.974 1.202
H 4.875 -1.922 3.181
C -2.444 -2.827 1.400